Entry 1:
Below is a 11-piece molecular cluster, C31H68BBr21N2O3P overall, with properties calculated with ωB97M-V/def2-TZVPD.

The geometry in XYZ format:
```
127
Properties=species:S:1:pos:R:3
C 5.314 -3.132 1.774
C 4.823 -2.513 0.422
C 3.821 -1.347 0.547
Br 2.267 -2.005 1.609
P 3.389 -0.336 -1.118
C 3.214 0.736 -2.709
C 1.993 1.695 -2.806
B 2.872 1.244 -0.018
N 3.895 2.216 0.399
O 1.536 1.526 0.332
O 3.835 -1.737 -2.088
C 2.781 -2.512 -2.582
C 1.443 -1.798 -2.228
C 0.342 -2.821 -1.809
C -0.986 -2.311 -1.147
C -1.413 -0.832 -1.361
C -2.512 -0.368 -0.355
N -2.628 1.088 -0.229
O 1.747 -0.908 -1.175
H 6.339 -3.541 1.672
H 5.334 -2.374 2.589
H 4.654 -3.963 2.111
H 5.683 -2.088 -0.133
H 4.369 -3.288 -0.217
H 4.262 -0.573 1.227
H 4.801 -0.009 -1.013
H 4.151 1.347 -2.733
H 3.245 0.090 -3.610
H 1.715 1.892 -3.872
H 1.113 1.280 -2.292
H 2.223 2.688 -2.360
H 3.535 2.910 1.049
H 4.717 1.802 0.808
H 1.429 2.396 0.684
H 2.880 -2.649 -3.683
H 2.798 -3.532 -2.113
H 1.083 -1.229 -3.126
H 0.841 -3.495 -1.074
H 0.104 -3.446 -2.701
H -0.910 -2.494 -0.054
H -1.824 -2.956 -1.505
H -1.768 -0.687 -2.413
H -0.542 -0.180 -1.219
H -2.272 -0.793 0.649
H -3.507 -0.769 -0.628
H -1.707 1.497 -0.305
H -3.198 1.473 -0.965
Br 3.629 -6.288 4.198
C 1.937 -5.384 3.878
C 1.078 -6.111 2.883
Br 1.679 -5.785 1.076
H 2.176 -4.375 3.551
H 1.443 -5.353 4.847
H 0.062 -5.723 2.922
H 1.067 -7.185 3.047
Br 0.384 3.516 -6.016
C 0.865 5.297 -5.413
C 2.235 5.695 -5.902
Br 3.651 4.751 -4.964
H 0.810 5.278 -4.328
H 0.104 5.968 -5.812
H 2.404 6.757 -5.732
H 2.359 5.469 -6.957
Br -2.775 5.423 -7.246
C -3.203 4.416 -5.641
C -4.111 5.178 -4.716
Br -3.165 6.593 -3.773
H -2.255 4.162 -5.177
H -3.690 3.505 -5.984
H -4.498 4.520 -3.940
H -4.937 5.652 -5.239
Br -8.763 -2.170 0.098
C -7.988 -0.399 0.322
C -6.490 -0.403 0.171
Br -5.598 -1.179 1.703
H -8.292 -0.054 1.307
H -8.443 0.224 -0.443
H -6.120 0.619 0.096
H -6.169 -0.971 -0.698
Br -7.415 5.329 -3.157
C -7.467 6.614 -1.700
C -6.082 6.922 -1.190
Br -5.342 5.449 -0.164
H -8.100 6.180 -0.930
H -7.935 7.510 -2.102
H -6.110 7.779 -0.521
H -5.383 7.110 -2.002
Br 4.179 -2.167 5.559
C 3.207 -0.544 5.113
C 3.995 0.349 4.193
Br 5.437 1.262 5.130
H 2.969 -0.051 6.052
H 2.293 -0.868 4.619
H 3.359 1.135 3.790
H 4.449 -0.204 3.376
Br -2.177 -7.201 0.575
C -3.004 -7.524 2.302
C -3.793 -6.335 2.787
Br -2.649 -4.884 3.395
H -2.200 -7.783 2.986
H -3.666 -8.377 2.167
H -4.408 -6.613 3.640
H -4.424 -5.922 2.005
Br 6.676 2.735 -2.186
C 6.199 4.176 -0.987
C 7.377 4.708 -0.215
Br 7.945 3.491 1.193
H 5.422 3.767 -0.346
H 5.778 4.963 -1.611
H 7.111 5.637 0.287
H 8.244 4.868 -0.849
Br -7.478 -7.934 3.204
C -8.214 -8.411 1.469
C -7.239 -9.214 0.647
Br -5.793 -8.119 -0.044
H -8.483 -7.478 0.982
H -9.110 -8.993 1.673
H -7.739 -9.643 -0.220
H -6.779 -10.006 1.231
Br 2.301 3.716 5.686
C 3.261 5.401 5.690
C 4.728 5.199 5.978
Br 5.055 4.794 7.850
H 2.782 6.037 6.428
H 3.130 5.824 4.696
H 5.285 6.109 5.765
H 5.139 4.370 5.407
```

LUMO   1.42 eV
Frontier orbital gap   5.609 eV
Total charge   -1


Entry 2:
Below is C31H68Cl39NO5P2Si2 as an isolated structure, with properties calculated with ωB97M-V/def2-TZVPD.

The geometry in XYZ format:
```
148
Properties=species:S:1:pos:R:3
C 3.271 4.791 0.164
C 2.858 4.010 1.548
P 1.142 3.172 1.522
C -0.080 4.125 0.342
C 0.189 3.820 -1.247
Si 1.218 1.136 0.652
Cl 2.773 1.209 -0.861
O -0.392 0.835 -0.021
Si -0.489 -0.735 -0.805
C 0.302 -0.809 -2.560
C 1.044 -2.225 -2.929
C 2.368 -2.572 -2.026
C 2.566 -4.230 -2.125
C 3.765 -1.884 -2.561
P -2.661 -1.193 -1.102
O -3.426 -1.433 0.276
O -2.891 -2.535 -2.242
O -3.424 0.199 -1.900
N 1.704 -0.142 1.875
C 3.194 0.042 2.043
C 0.931 0.030 3.162
C 1.387 -0.453 4.659
O -0.297 0.606 3.060
H 2.345 5.335 -0.330
H 3.759 3.978 -0.562
H 4.086 5.639 0.334
H 3.753 3.315 1.838
H 2.809 4.848 2.397
H 0.137 5.288 0.501
H -1.187 3.826 0.603
H -0.280 4.738 -1.848
H 1.319 3.774 -1.550
H -0.355 2.863 -1.665
H 0.121 -1.726 0.119
H -0.595 -0.694 -3.338
H 1.039 0.083 -2.807
H 1.429 -2.114 -4.053
H 0.307 -3.135 -2.929
H 2.271 -2.334 -0.884
H 2.789 -4.566 -3.224
H 3.339 -4.627 -1.332
H 1.512 -4.673 -1.796
H 3.605 -1.002 -3.317
H 4.320 -1.453 -1.598
H 4.459 -2.742 -2.966
H -2.015 -2.634 -2.750
H -4.341 0.350 -1.483
H 3.704 -0.566 1.151
H 3.570 1.144 1.932
H 3.646 -0.402 3.027
H 0.626 -0.193 5.516
H 2.418 0.077 4.930
H 1.637 -1.619 4.644
C 0.896 -4.162 6.397
Cl 2.117 -4.357 5.133
Cl 1.514 -3.182 7.732
H 0.018 -3.670 5.971
H 0.619 -5.148 6.778
C 4.193 8.305 2.335
Cl 4.274 8.394 0.571
Cl 4.952 6.825 2.933
H 4.712 9.168 2.759
H 3.145 8.317 2.644
C 5.006 -4.837 -5.170
Cl 4.763 -3.087 -5.113
Cl 5.486 -5.464 -3.589
H 4.072 -5.316 -5.474
H 5.790 -5.065 -5.896
C -5.257 -1.011 3.240
Cl -5.499 0.739 3.296
Cl -4.776 -1.638 4.821
H -6.191 -1.490 2.936
H -4.473 -1.238 2.513
C -2.198 7.302 -0.694
Cl -0.513 7.035 -1.156
Cl -3.155 5.830 -0.904
H -2.235 7.604 0.356
H -2.618 8.092 -1.320
C -1.713 -3.415 3.484
Cl -0.475 -4.157 2.463
Cl -2.272 -4.542 4.726
H -1.291 -2.532 3.970
H -2.561 -3.123 2.860
C 6.653 7.968 -2.577
Cl 4.996 7.354 -2.533
Cl 6.890 9.246 -1.379
H 7.343 7.148 -2.363
H 6.857 8.372 -3.572
C 7.350 -0.538 -7.268
Cl 7.603 -1.699 -5.959
Cl 6.858 -1.355 -8.756
H 6.568 0.166 -6.973
H 8.283 0.002 -7.450
C -3.986 3.717 4.813
Cl -4.228 5.467 4.870
Cl -3.505 3.090 6.394
H -4.920 3.238 4.509
H -3.202 3.490 4.087
C 9.023 6.053 -5.411
Cl 8.780 7.803 -5.354
Cl 9.503 5.426 -3.829
H 8.089 5.574 -5.714
H 9.807 5.826 -6.137
C 8.569 -2.938 -12.120
Cl 8.247 -1.919 -13.528
Cl 8.100 -4.614 -12.427
H 9.637 -2.903 -11.892
H 7.998 -2.559 -11.269
C -6.744 -4.286 7.045
Cl -5.059 -4.552 6.583
Cl -7.701 -5.757 6.836
H -6.781 -3.984 8.095
H -7.164 -3.496 6.419
C -9.522 -7.183 9.734
Cl -11.179 -7.797 9.778
Cl -9.285 -5.905 10.932
H -8.833 -8.003 9.948
H -9.318 -6.780 8.739
C -8.997 2.485 4.431
Cl -9.294 1.251 5.662
Cl -7.933 3.754 5.048
H -8.527 2.016 3.564
H -9.950 2.931 4.138
C 11.836 -6.376 -12.819
Cl 11.594 -4.626 -12.763
Cl 12.317 -7.003 -11.238
H 10.902 -6.855 -13.123
H 12.620 -6.603 -13.546
C -13.372 -7.547 6.770
Cl -13.857 -8.792 5.613
Cl -12.429 -6.277 5.980
H -14.268 -7.103 7.210
H -12.764 -8.006 7.553
C 6.678 10.728 -7.072
Cl 7.916 9.986 -8.093
Cl 6.119 9.601 -5.831
H 7.100 11.611 -6.587
H 5.830 11.020 -7.696
C -11.972 -0.890 4.061
Cl -11.558 0.742 3.520
Cl -13.303 -1.557 3.108
H -11.096 -1.534 3.949
H -12.270 -0.852 5.111
C -9.749 -6.582 2.817
Cl -9.991 -4.832 2.873
Cl -9.268 -7.209 4.398
H -10.683 -7.061 2.513
H -8.965 -6.810 2.091
```

LUMO   0.02 eV
Frontier orbital gap   7.944 eV


Entry 3:
Below is a 3-piece molecular cluster, C31H69BFN7O8P2S overall, with properties calculated with ωB97M-V/def2-TZVPD.

The geometry in XYZ format:
```
120
Properties=species:S:1:pos:R:3
C -4.234 2.874 -0.550
O -4.660 2.170 -1.736
B -4.199 0.863 -1.711
O -3.094 0.536 -2.452
N -4.987 -0.108 -0.893
C -4.230 -1.322 -0.522
C -3.662 -1.210 0.923
O -2.418 -1.857 1.054
C -2.583 -3.263 1.232
C -1.219 -3.961 1.298
O -0.760 -4.481 0.044
C -0.166 -3.441 -0.674
C -0.907 -2.866 -1.689
C -0.423 -1.798 -2.436
C 0.846 -1.286 -2.167
C 1.394 -0.070 -2.949
C 0.256 0.642 -3.698
C 2.294 -0.714 -4.070
C 2.330 0.850 -2.134
C 1.717 1.733 -1.022
C 2.936 2.432 -0.307
C 0.960 0.984 0.098
C 0.809 2.896 -1.510
C 1.595 -1.901 -1.165
C 1.109 -2.968 -0.424
S -6.359 -0.511 -1.752
O -7.264 -1.157 -0.873
O -5.989 -1.232 -2.921
F -7.020 0.819 -2.227
H -4.835 2.483 0.297
H -4.527 3.921 -0.696
H -3.152 2.819 -0.371
H -3.162 0.960 -3.318
H -4.955 -2.151 -0.486
H -3.463 -1.632 -1.241
H -4.399 -1.586 1.654
H -3.541 -0.139 1.146
H -3.032 -3.397 2.237
H -3.267 -3.713 0.498
H -0.526 -3.201 1.696
H -1.237 -4.766 2.044
H -1.905 -3.250 -1.899
H -1.079 -1.407 -3.208
H -0.139 0.025 -4.518
H -0.582 0.954 -3.064
H 0.636 1.554 -4.187
H 3.201 -1.132 -3.615
H 1.709 -1.533 -4.509
H 2.522 0.040 -4.835
H 2.834 1.522 -2.849
H 3.099 0.216 -1.673
H 3.215 3.323 -0.886
H 3.779 1.735 -0.216
H 2.589 2.716 0.694
H 1.676 0.370 0.668
H 0.594 1.731 0.824
H 0.101 0.393 -0.240
H -0.222 2.520 -1.593
H 1.137 3.255 -2.493
H 0.813 3.694 -0.757
H 2.597 -1.537 -0.950
H 1.725 -3.423 0.352
C 8.474 -0.252 -1.316
N 7.402 -1.215 -1.382
C 6.502 -1.133 -0.244
P 6.913 -2.264 -2.651
O 5.794 -1.406 -3.199
N 7.880 -2.213 -4.084
C 9.221 -1.683 -4.187
C 7.171 -1.932 -5.333
N 7.900 -3.531 -2.042
C 8.907 -3.476 -1.005
C 8.005 -4.734 -2.869
H 9.117 -0.455 -0.447
H 8.096 0.772 -1.218
H 9.129 -0.263 -2.180
H 6.538 -2.054 0.356
H 5.464 -0.988 -0.567
H 6.750 -0.305 0.420
H 9.225 -0.588 -4.253
H 9.707 -2.060 -5.093
H 9.863 -2.003 -3.366
H 6.969 -0.862 -5.454
H 6.229 -2.474 -5.376
H 7.763 -2.272 -6.189
H 9.806 -2.945 -1.331
H 9.213 -4.483 -0.712
H 8.536 -3.018 -0.088
H 8.874 -4.686 -3.532
H 7.114 -4.862 -3.483
H 8.090 -5.633 -2.253
C -3.946 1.860 5.879
N -4.318 2.763 4.817
C -3.195 3.546 4.328
P -5.779 2.907 3.926
O -5.351 2.110 2.711
N -7.043 1.826 4.397
C -7.130 1.110 5.650
C -7.599 0.980 3.339
N -6.385 4.081 5.022
C -5.851 4.483 6.306
C -7.775 4.498 4.831
H -3.604 2.424 6.759
H -3.132 1.190 5.577
H -4.758 1.230 6.226
H -3.342 4.617 4.530
H -3.069 3.427 3.246
H -2.255 3.255 4.794
H -6.488 0.220 5.658
H -8.156 0.768 5.818
H -6.896 1.739 6.509
H -6.959 0.113 3.134
H -7.729 1.543 2.417
H -8.591 0.619 3.624
H -5.990 3.713 7.069
H -6.349 5.388 6.663
H -4.796 4.747 6.254
H -8.456 3.905 5.448
H -8.074 4.388 3.790
H -7.911 5.553 5.083
```

LUMO   -0.06 eV
Frontier orbital gap   8.002 eV
SMILES   COB(O)N(CCOCCOc1ccc(C(C)(C)CC(C)(C)C)cc1)S(=O)(=O)F.CN(C)P(=O)(N(C)C)N(C)C.CN(C)P(=O)(N(C)C)N(C)C